# 1
A cluster of 2 separate species, C9H20Si in total in a non-equilibrium geometry. Source: the Open Molecules 2025 dataset; level of theory: ωB97M-V/def2-TZVPD.

The calculated total energy comes out at -17531.06135 eV. The gap between HOMO and LUMO is 0.351 Ha. For the relative energy (zero: lowest compared OMol25 entry of this formula, charge and spin), the calculation gives 4.254 eV. As for the HOMO energy: -8.6 eV. Its charge is 0. Its spin multiplicity is 1.

Last column: natural (NBO) charge in e.
Cartesian coordinates (Å):
1 H -2.03 -2.33 -0.95  0.24
2 H 2.67 1.06 -2.08  0.21
3 H 1.33 -1.63 1.62  0.19
4 C 1.35 1.52 1.10  -0.60
5 H 1.56 0.64 1.73  0.21
6 C -2.34 0.95 -1.32  -1.09
7 H -2.95 1.74 -0.79  0.23
8 H -2.88 -1.99 0.62  0.23
9 H 0.64 2.03 -0.90  0.20
10 H 0.47 1.80 1.54  0.20
11 C -2.09 0.66 1.58  -1.10
12 H 3.11 2.06 -0.79  0.20
13 H 1.86 -2.63 -1.31  0.20
14 C 1.28 1.21 -0.38  -0.25
15 C 2.67 1.12 -0.98  -0.61
16 H -1.72 0.36 2.48  0.23
17 H 2.32 -3.49 0.17  0.19
18 H 0.45 -0.48 -1.62  0.18
19 C 0.38 -0.14 -0.64  -0.53
20 H 2.14 2.40 1.30  0.20
21 H -1.78 1.40 -2.09  0.23
22 C -1.94 -1.95 0.07  -1.11
23 H -1.89 1.67 1.53  0.23
24 H -1.27 -2.61 0.50  0.25
25 C 1.75 -2.78 -0.25  -0.47
26 Si -1.49 -0.12 0.01  1.61
27 H 3.33 0.43 -0.51  0.22
28 C 1.26 -1.81 0.54  -0.16
29 H -3.12 0.63 1.54  0.24
30 H -3.04 0.30 -1.72  0.23

# 2
A cluster of 13 separate species, C48H78O35S2 in total in a non-equilibrium geometry. Source: the Open Molecules 2025 dataset; level of theory: ωB97M-V/def2-TZVPD.

The calculated total energy comes out at -144370.90975 eV. The gap between HOMO and LUMO is 0.290 Ha. For the relative energy (zero: lowest compared OMol25 entry of this formula, charge and spin), the calculation gives 6.057 eV. As for the HOMO energy: -8.9 eV. Its charge is 0. Its spin multiplicity is 1.

Last column: Löwdin charge in e.
Cartesian coordinates (Å):
1 H 0.26 -1.35 1.11  0.12
2 O -4.84 -0.85 1.29  0.09
3 H -1.46 -6.85 -4.20  0.13
4 C 5.46 -0.63 1.14  0.00
5 C 0.50 -4.92 -5.57  -0.55
6 H 0.70 4.69 -4.39  0.11
7 C 6.35 1.52 -2.43  -0.11
8 H 5.78 3.31 -1.39  0.16
9 H 3.16 2.59 -1.81  0.07
10 O 4.47 6.55 -1.49  0.13
11 H 0.37 3.16 -6.83  0.13
12 C 0.13 -0.90 0.12  -0.35
13 C 0.41 1.70 -4.18  -0.50
14 H 5.35 0.32 1.67  0.09
15 H -1.63 4.47 1.91  0.05
16 H 1.95 -4.85 4.83  0.10
17 H 1.77 -5.46 -2.02  0.09
18 C 0.44 -6.10 -3.62  -0.30
19 H -3.71 7.06 -4.28  0.05
20 O 6.28 3.49 -5.19  0.17
21 C -0.42 -0.10 4.59  -0.30
22 H -2.84 5.61 2.36  0.10
23 H -0.36 4.90 0.44  0.02
24 C -6.32 -3.88 1.66  0.01
25 H -4.38 -8.96 0.85  0.09
26 C 2.42 4.11 -5.55  0.01
27 H 0.46 -4.44 -2.34  0.08
28 H -4.44 5.93 -3.21  0.04
29 H 5.97 0.53 -2.65  0.14
30 C -3.53 6.50 -3.35  -0.25
31 H 0.13 -6.10 -1.52  0.08
32 H -2.13 -7.27 0.10  0.14
33 H -3.13 3.87 2.41  0.07
34 H -0.50 -3.84 3.65  0.10
35 O -6.62 0.55 1.21  0.14
36 H 3.16 4.17 -4.76  0.07
37 C -2.41 4.65 2.64  -0.01
38 C -4.10 -6.72 0.54  -0.36
39 C -2.09 4.95 -1.77  -0.27
40 O -1.04 5.82 4.17  0.08
41 H 2.67 3.30 -6.23  0.08
42 C -0.61 -1.77 -0.74  0.00
43 H -1.64 -1.94 -0.40  0.09
44 H -5.56 -4.64 1.85  0.06
45 O 0.51 -0.02 3.55  0.07
46 O 0.96 -4.42 -6.62  0.10
47 H 7.06 1.46 -1.61  0.13
48 O 2.54 -0.99 3.12  0.18
49 H -1.35 3.02 5.30  0.12
50 H -7.25 -4.23 2.12  0.09
51 H -3.89 -1.91 2.74  0.12
52 C 6.89 -1.20 1.47  -0.34
53 C 1.03 3.77 -4.88  -0.30
54 C -0.26 -4.41 2.75  -0.08
55 O 1.14 -1.83 4.62  0.10
56 C 1.69 4.78 -0.35  -0.28
57 H -4.51 1.76 0.89  0.03
58 H 7.67 0.84 1.32  0.13
59 C 0.00 3.14 -5.81  -0.11
60 C 1.35 5.17 -1.75  -0.15
61 C -4.53 2.65 0.26  -0.26
62 O 0.26 4.11 4.60  0.08
63 O 1.24 -5.38 -4.57  0.09
64 C -2.64 -6.54 0.73  -0.08
65 H -2.63 4.79 4.88  0.15
66 H -3.93 -2.70 1.19  0.13
67 O 5.07 3.14 -3.34  0.11
68 O -6.75 -1.55 1.91  0.13
69 C 0.77 -5.47 3.04  -0.30
70 H 4.73 -1.32 1.56  0.07
71 C -1.78 0.06 3.95  -0.01
72 H -1.81 0.29 2.89  0.09
73 H 3.84 0.97 -1.64  0.07
74 H 0.45 6.37 0.65  0.10
75 H 0.63 -7.17 -3.71  0.15
76 H -5.19 3.45 0.61  0.06
77 H -0.56 -1.27 -1.71  0.10
78 H -3.53 3.09 0.24  0.02
79 H -1.52 -5.22 -3.45  0.12
80 C 1.69 -3.90 1.74  -0.50
81 C -0.99 -5.86 -4.16  -0.08
82 O 1.30 2.73 -3.96  0.05
83 O -0.71 2.49 0.15  0.12
84 C 3.41 5.94 -1.38  -0.53
85 O 0.25 0.81 -3.37  0.13
86 C 1.41 -0.12 -0.29  -0.10
87 H -0.12 -1.43 6.15  0.14
88 O 1.13 6.25 4.49  0.13
89 H 0.35 -5.21 5.17  0.08
90 H -6.61 -3.77 0.61  0.10
91 C -0.12 -1.56 5.07  -0.12
92 H -5.69 -8.09 0.12  0.09
93 H -2.29 -6.60 1.76  0.13
94 C 0.62 5.29 0.70  0.01
95 O 2.95 5.43 -0.21  0.09
96 C 0.21 5.43 4.52  -0.53
97 O 1.96 -5.06 2.38  0.10
98 C -3.37 -4.87 -0.56  -0.54
99 H 0.51 5.86 -1.64  0.11
100 H 1.49 -6.57 4.70  0.09
101 H -0.85 2.84 3.53  0.12
102 C -4.60 -8.13 0.18  0.01
103 O -0.78 -5.19 -5.41  0.10
104 S -1.99 5.50 -3.50  0.87
105 H -0.14 0.55 5.42  0.15
106 C 8.18 -1.32 3.29  -0.46
107 C 6.07 2.94 -4.15  -0.57
108 H -0.91 3.75 -5.86  0.12
109 O 2.53 -3.28 1.06  0.12
110 C 8.01 -0.19 1.29  -0.14
111 C -4.52 -2.07 1.86  -0.08
112 C -3.63 1.04 -1.69  -0.23
113 C 0.70 -5.50 -2.23  -0.01
114 O -0.80 6.45 -3.61  -0.56
115 H 4.03 2.10 -0.37  0.08
116 H -5.95 -2.68 3.36  0.16
117 O -0.38 1.94 -5.23  0.10
118 C -1.89 4.75 4.08  -0.31
119 C 1.17 -5.54 4.53  0.00
120 C -6.08 -0.50 1.52  -0.58
121 O 1.20 1.23 -0.12  0.08
122 O 6.97 2.08 -3.58  0.07
123 H 0.78 4.84 1.68  0.08
124 C -0.11 1.44 0.11  -0.49
125 C -5.87 -2.54 2.28  -0.34
126 H 8.49 -0.46 0.35  0.14
127 H -0.09 -2.73 -0.80  0.08
128 H -2.67 1.53 -1.52  0.03
129 O 6.91 -1.47 2.83  0.08
130 H 1.58 -0.28 -1.35  0.13
131 H 1.80 3.70 -0.28  0.12
132 O 8.73 -1.90 4.23  0.13
133 O -4.80 3.26 -2.44  -0.59
134 C 1.49 -0.99 3.69  -0.54
135 H -1.90 5.77 -1.08  0.06
136 H -4.13 -8.37 -0.78  0.09
137 H -2.30 0.81 4.56  0.08
138 C -0.97 3.49 4.39  -0.09
139 O 0.40 -3.57 1.81  0.06
140 H -4.56 -6.35 1.46  0.13
141 O -2.34 -5.26 0.12  0.07
142 H -3.08 4.52 -1.59  0.02
143 H 1.05 4.28 -2.29  0.12
144 C 5.35 2.59 -2.10  -0.30
145 H -3.55 0.87 -2.77  0.05
146 H -1.19 -4.81 2.36  0.11
147 C 4.03 2.03 -1.46  0.01
148 H 0.47 -6.43 2.62  0.15
149 H -0.95 -2.19 4.76  0.11
150 O 2.48 5.75 -2.29  0.11
151 H -3.54 7.21 -2.52  0.06
152 H 5.27 -0.41 0.09  0.07
153 H -2.48 -0.76 4.13  0.06
154 H 7.09 -2.05 0.82  0.15
155 O -3.46 -3.82 -1.21  0.12
156 O 8.73 -0.39 2.45  0.06
157 S -5.10 2.15 -1.44  0.89
158 O -0.67 0.21 0.30  0.05
159 H 2.21 -0.54 0.32  0.12
160 H 2.38 5.02 -6.16  0.09
161 H -3.60 0.14 -1.08  0.04
162 O -4.37 -5.85 -0.55  0.07
163 H -1.38 4.15 -1.55  0.03